39
Properties=species:S:1:pos:R:3:forces:R:3:lowdin_charge:R:1 method="wB97M-V/def2-TZVPD" relative_energy_ev=14.776 lumo_ev=0.143 molar_mass_g_mol=345.4 gap_ev=7.090 homo_energy_ha=-0.2553
C -1.0317 -3.5911 -0.5696 0.07 0.02 -1.83 -0.052
H -0.3614 -3.3340 -1.5524 -1.55 -1.19 2.23 0.141
O -0.9269 -2.4375 0.2455 -7.39 -2.92 -2.52 -0.118
C 0.1732 -2.0739 0.6795 5.06 0.66 0.10 -0.301
C 1.3748 -2.8057 0.3200 -0.25 10.30 8.36 0.049
C 2.4485 -2.1294 1.0223 0.62 -0.36 -0.45 -0.085
C 2.3471 -1.0020 1.8713 0.84 -0.25 -2.90 -0.105
C 1.1910 -0.2473 1.8137 -1.04 -2.62 0.49 -0.036
C 0.0009 -0.8125 1.3402 6.26 -1.75 0.29 -0.243
N -1.1775 -0.3017 1.5536 -2.19 4.68 1.96 0.139
C -1.5601 1.2470 1.8303 -6.47 -15.13 -4.55 -0.484
O -0.8115 1.9695 2.1004 9.10 10.14 3.73 0.268
C -2.9325 1.2287 1.4003 -1.29 9.67 2.21 -0.182
C -3.0846 1.9396 0.0956 -7.48 -8.07 -0.38 -0.225
H -4.0768 2.3275 -0.2188 0.71 -0.10 0.85 0.098
H -2.3741 2.4956 -0.1075 6.81 5.37 -2.33 -0.008
S -3.1092 0.2924 -1.0825 -2.13 1.80 0.58 1.034
C -1.5080 0.1532 -1.3876 5.04 0.52 -2.31 -0.678
N -0.8713 -0.6454 -2.2520 -11.24 -2.54 0.46 0.056
N 0.3298 -0.5521 -2.0531 6.83 -8.59 -7.04 0.080
C 0.5739 0.4418 -1.5334 4.80 11.77 9.95 -0.348
C 1.7901 1.0419 -0.9382 5.92 -7.04 -6.28 -0.181
C 3.1481 0.5691 -1.3505 -3.60 -4.11 0.03 0.018
C 4.0079 1.3505 -0.5806 7.22 -3.72 -6.21 -0.102
C 3.3195 2.4057 -0.3408 1.27 2.43 3.91 -0.205
O 2.1020 2.0539 -0.3112 -7.88 6.30 2.70 0.084
H 3.6064 2.8824 0.5175 0.39 2.88 1.66 0.115
H 5.1758 1.3882 -0.7995 -2.62 -0.37 1.09 0.165
H 3.2749 -0.4350 -1.9068 0.10 1.98 1.03 0.137
O -0.4829 0.9858 -0.9002 -3.74 0.33 -0.23 0.083
H -3.2076 2.3682 2.0995 -0.06 -3.15 -1.19 0.229
H -3.6586 0.5538 1.6007 -1.49 -2.42 0.89 0.076
H -1.9207 -0.8105 1.2202 -1.97 -1.34 -0.88 0.063
H 1.1258 0.5293 2.4618 -0.19 2.77 1.37 0.076
H 3.3034 -0.4894 2.0973 -0.72 -0.57 0.36 0.108
H 3.4986 -2.3068 0.8154 -0.08 -0.96 -0.10 0.087
H 1.4477 -3.5293 -0.2759 0.55 -5.69 -4.56 0.011
H -0.6835 -4.4866 0.0581 -0.38 1.03 -1.30 0.118
H -2.1444 -3.6991 -0.9064 2.16 0.21 0.78 0.120